# 1
Molecular formula: C23H19MoO7
Method: DFT, the ωB97M-V functional and the def2-TZVPD basis

Results
Charge   +1
Orbital gap (alpha / beta)   0.2793 / 0.2447 Ha
<S²>   2.011
2S+1   3
Energy above the lowest of the compared OMol25 structures with the same formula, charge and spin   0.00 kJ/mol

Each line ends with the Löwdin spin population.
CARTESIAN COORDINATES (ANGSTROEM)
Mo  -0.445  0.127  0.217  1.5960
C  1.638  -2.273  1.999  0.0043
C  0.868  -0.994  2.115  0.0159
C  1.483  0.242  1.829  0.0005
C  0.782  1.451  1.904  0.0194
C  -0.566  1.453  2.305  0.0197
C  -1.176  0.239  2.638  0.0007
C  -0.479  -0.972  2.517  0.0278
H  2.296  -2.256  1.131  0.0003
H  0.973  -3.132  1.930  0.0002
H  2.261  -2.400  2.887  0.0012
H  2.505  0.247  1.473  0.0000
H  1.273  2.377  1.638  0.0017
H  -1.127  2.376  2.344  0.0016
H  -2.224  0.225  2.904  -0.0001
H  -0.993  -1.902  2.727  0.0022
O  2.235  1.021  -2.624  0.0102
C  1.292  0.971  -1.912  0.0088
O  1.116  0.031  -0.942  0.0333
C  0.084  1.938  -1.946  0.0111
O  -0.039  2.803  -2.747  0.0275
O  -0.785  1.649  -0.967  0.0938
O  -0.823  -1.579  -0.962  0.0308
C  -2.190  -1.785  -1.507  0.0044
C  -3.072  -0.821  -0.690  0.0075
O  -4.252  -0.763  -0.816  0.0111
O  -2.380  -0.082  0.191  0.0646
C  -2.118  -1.399  -2.967  0.0009
C  -2.311  -0.074  -3.356  0.0012
C  -2.088  0.299  -4.672  -0.0001
C  -1.676  -0.646  -5.602  0.0011
C  -1.490  -1.966  -5.219  -0.0002
C  -1.709  -2.346  -3.903  0.0011
C  -2.618  -3.214  -1.235  -0.0007
C  -1.827  -4.095  -0.508  0.0000
C  -2.265  -5.394  -0.276  0.0000
C  -3.492  -5.810  -0.762  0.0001
C  -4.283  -4.928  -1.488  -0.0001
C  -3.850  -3.636  -1.728  -0.0001
H  -0.177  -1.671  -1.683  0.0020
H  -2.644  0.671  -2.643  0.0003
H  -2.236  1.329  -4.968  0.0000
H  -1.504  -0.352  -6.629  0.0001
H  -1.178  -2.704  -5.945  0.0000
H  -1.576  -3.380  -3.608  0.0000
H  -0.860  -3.785  -0.134  -0.0001
H  -1.641  -6.080  0.281  0.0000
H  -3.833  -6.821  -0.583  0.0000
H  -5.242  -5.249  -1.873  0.0000
H  -4.468  -2.950  -2.292  0.0000


# 2
Molecular formula: C4H4N2O2
Method: DFT, the ωB97M-V functional and the def2-TZVPD basis

Results
Charge   0
Orbital gap   0.3064 Ha
SMILES   C=CN(O)C(=O)C#N
2S+1   1
Energy above the lowest of the compared OMol25 structures with the same formula, charge and spin   431.66 kJ/mol

Each line ends with the natural charge from an NBO analysis.
CARTESIAN COORDINATES (ANGSTROEM)
C  1.187  1.954  -0.019  -0.4374
C  -0.162  1.561  0.041  -0.0333
N  -0.744  0.383  0.142  -0.1207
O  -2.071  0.394  -0.067  -0.5177
C  -0.194  -0.910  0.035  0.5610
O  -0.987  -1.804  -0.032  -0.5525
C  1.290  -0.955  0.055  0.1800
N  2.394  -1.048  -0.075  -0.2202
H  1.929  1.297  0.138  0.1990
H  1.256  2.981  -0.183  0.2115
H  -0.794  2.417  -0.219  0.2321
H  -2.200  -0.665  -0.096  0.4980


# 3
Molecular formula: C45H95NO14PS
Method: DFT, the ωB97M-V functional and the def2-TZVPD basis

Results
Charge   +1
Orbital gap   0.3132 Ha
2S+1   1

Each line ends with the Löwdin charge.
CARTESIAN COORDINATES (ANGSTROEM)
N  -4.375  -1.229  -0.113  -0.1270
P  -3.029  -0.797  0.732  0.9542
C  -1.553  -0.860  -0.270  -0.3133
C  -0.310  -0.063  0.178  -0.2714
C  -0.292  0.429  1.625  -0.5575
S  -0.821  2.133  1.879  0.7661
H  -4.232  -1.065  -1.106  0.0593
H  -4.493  -2.243  -0.045  0.0322
H  -2.925  -1.729  1.753  0.0474
H  -3.250  0.451  1.301  0.0163
H  -1.880  -0.527  -1.259  0.0899
H  -1.332  -1.927  -0.342  0.0951
H  0.542  -0.721  0.015  0.0763
H  -0.184  0.792  -0.483  0.1042
H  0.743  0.480  1.970  0.0643
H  -0.805  -0.246  2.316  0.0556
H  -2.099  2.172  1.484  -0.1948
C  4.138  -0.664  -0.111  -0.0026
C  3.394  -1.617  -1.000  -0.4681
O  2.178  -1.676  -1.012  0.0240
C  4.223  -2.498  -1.894  0.0007
H  3.445  -0.074  0.485  0.0767
H  4.805  -1.219  0.551  0.0985
H  4.758  -0.009  -0.724  0.0681
H  4.891  -3.113  -1.288  0.0953
H  4.847  -1.877  -2.539  0.0774
H  3.581  -3.134  -2.500  0.0760
C  -5.469  -3.614  -3.128  -0.0210
C  -4.718  -4.461  -2.140  -0.4751
O  -4.215  -3.971  -1.143  0.0158
C  -4.601  -5.928  -2.431  -0.0115
H  -5.485  -2.574  -2.815  0.0594
H  -5.005  -3.687  -4.113  0.0940
H  -6.499  -3.960  -3.222  0.0938
H  -4.105  -6.084  -3.391  0.0923
H  -5.595  -6.374  -2.496  0.0987
H  -4.031  -6.427  -1.654  0.0711
C  -0.593  -9.234  -0.746  -0.0202
C  -1.330  -8.184  -1.540  -0.4999
O  -2.276  -8.460  -2.239  0.0658
C  -0.821  -6.764  -1.417  -0.0203
H  -1.047  -10.207  -0.915  0.0839
H  0.455  -9.263  -1.047  0.0880
H  -0.628  -8.994  0.318  0.0864
H  0.220  -6.711  -1.740  0.0898
H  -0.865  -6.440  -0.376  0.0873
H  -1.426  -6.101  -2.031  0.0590
C  -0.156  -2.870  -3.064  -0.0262
C  0.216  -3.740  -4.245  -0.5007
O  1.343  -4.146  -4.392  0.0781
C  -0.886  -4.078  -5.223  -0.0173
H  0.727  -2.709  -2.447  0.0539
H  -0.540  -1.910  -3.417  0.0861
H  -0.941  -3.363  -2.483  0.0692
H  -1.302  -3.164  -5.651  0.0849
H  -1.693  -4.604  -4.709  0.0711
H  -0.493  -4.705  -6.019  0.0849
C  7.511  -0.579  -3.967  -0.0209
C  7.193  0.576  -3.055  -0.4902
O  6.777  0.417  -1.928  0.0487
C  7.443  1.949  -3.625  -0.0185
H  7.310  -1.522  -3.464  0.0778
H  6.911  -0.514  -4.877  0.0918
H  8.558  -0.543  -4.265  0.0602
H  6.840  2.092  -4.524  0.0839
H  8.494  2.053  -3.900  0.0828
H  7.189  2.711  -2.892  0.0848
C  -8.271  -2.166  -6.247  -0.0158
C  -8.230  -1.277  -5.027  -0.4904
O  -7.431  -1.468  -4.135  0.0415
C  -9.236  -0.162  -4.981  -0.0179
H  -7.507  -2.937  -6.173  0.0749
H  -9.254  -2.630  -6.334  0.0899
H  -8.104  -1.572  -7.147  0.0875
H  -10.246  -0.574  -5.019  0.0556
H  -9.097  0.500  -5.838  0.0909
H  -9.115  0.404  -4.061  0.0836
C  2.758  2.434  6.167  -0.0177
C  2.371  2.208  4.735  -0.5011
O  2.577  1.160  4.158  0.0435
C  1.654  3.333  4.027  -0.0397
H  3.253  1.548  6.559  0.0862
H  3.424  3.294  6.249  0.0922
H  1.863  2.646  6.755  0.0557
H  2.268  4.234  3.985  0.0894
H  0.725  3.567  4.548  0.0853
H  1.435  2.985  3.024  0.0164
C  11.488  -2.939  -6.650  -0.0207
C  11.174  -1.498  -6.333  -0.4933
O  10.094  -1.164  -5.902  0.0542
C  12.273  -0.494  -6.580  -0.0185
H  10.624  -3.562  -6.431  0.0816
H  11.756  -3.041  -7.703  0.0866
H  12.340  -3.274  -6.056  0.0871
H  12.566  -0.512  -7.631  0.0872
H  13.151  -0.748  -5.986  0.0878
H  11.930  0.502  -6.314  0.0765
C  -13.032  -0.910  -2.248  -0.0193
C  -13.294  -0.933  -3.734  -0.4921
O  -12.390  -0.937  -4.537  0.0542
C  -14.738  -0.948  -4.168  -0.0197
H  -11.962  -0.901  -2.061  0.0790
H  -13.490  -0.026  -1.801  0.0873
H  -13.478  -1.788  -1.777  0.0871
H  -15.252  -0.065  -3.785  0.0878
H  -15.241  -1.827  -3.762  0.0877
H  -14.797  -0.963  -5.253  0.0828
C  -3.239  2.913  -1.578  -0.0162
C  -3.657  3.850  -0.468  -0.5021
O  -4.009  3.426  0.608  0.0432
C  -3.603  5.323  -0.772  -0.0120
H  -3.330  1.882  -1.238  0.0533
H  -3.872  3.057  -2.455  0.0909
H  -2.206  3.113  -1.870  0.0909
H  -4.250  5.556  -1.619  0.0910
H  -2.584  5.611  -1.038  0.0918
H  -3.926  5.888  0.097  0.0876
C  1.767  3.348  10.745  -0.0165
C  0.715  3.737  9.737  -0.4843
O  0.757  3.334  8.595  0.0429
C  -0.384  4.650  10.214  -0.0162
H  2.496  2.692  10.275  0.0801
H  2.257  4.245  11.125  0.0677
H  1.304  2.835  11.589  0.0888
H  0.044  5.583  10.581  0.0703
H  -0.924  4.183  11.039  0.0905
H  -1.070  4.848  9.394  0.0803
C  -0.998  0.152  5.868  -0.0166
C  -2.424  -0.102  6.296  -0.4997
O  -2.764  -0.065  7.451  0.0866
C  -3.428  -0.399  5.197  -0.0286
H  -0.389  0.372  6.741  0.0844
H  -0.590  -0.720  5.353  0.0855
H  -0.967  1.002  5.181  0.0727
H  -3.131  -1.298  4.651  0.0691
H  -3.476  0.440  4.498  0.0753
H  -4.409  -0.556  5.636  0.0817
C  2.793  5.432  14.359  -0.0183
C  2.287  6.522  13.446  -0.4940
O  1.537  6.283  12.527  0.0543
C  2.762  7.924  13.737  -0.0201
H  2.383  4.473  14.052  0.0761
H  3.883  5.392  14.326  0.0880
H  2.499  5.641  15.388  0.0877
H  3.851  7.968  13.682  0.0870
H  2.467  8.216  14.746  0.0872
H  2.332  8.615  13.017  0.0822
C  8.912  3.054  -7.357  -0.0204
C  8.907  4.190  -6.360  -0.5108
O  9.583  4.157  -5.361  0.0627
C  8.011  5.365  -6.673  -0.0234
H  9.588  2.272  -7.019  0.0724
H  7.907  2.642  -7.463  0.0834
H  9.231  3.416  -8.336  0.0856
H  6.974  5.035  -6.756  0.0829
H  8.298  5.812  -7.627  0.0853
H  8.095  6.109  -5.885  0.0818


# 4
Molecular formula: C6H10O
Method: DFT, the ωB97M-V functional and the def2-TZVPD basis

Results
Charge   0
Orbital gap   0.3931 Ha
2S+1   1
Energy above the lowest of the compared OMol25 structures with the same formula, charge and spin   139.76 kJ/mol

Each line ends with the natural charge from an NBO analysis.
CARTESIAN COORDINATES (ANGSTROEM)
C  2.149  0.162  -0.061  -0.6333
C  0.617  0.069  0.056  0.2404
C  -0.216  1.319  0.066  -0.4204
C  -1.594  0.635  -0.115  -0.4388
C  -1.089  -0.862  -0.100  0.0882
C  -0.103  -0.759  1.051  -0.4314
H  2.712  -0.819  -0.050  0.2245
H  2.603  0.865  0.674  0.2216
H  2.324  0.483  -1.112  0.2245
H  0.074  1.992  -0.735  0.2163
H  -0.163  1.844  1.077  0.2032
H  -2.042  0.884  -1.107  0.2132
H  -2.174  1.153  0.660  0.2152
H  -1.762  -1.724  -0.237  0.2010
H  -0.456  -0.185  1.944  0.1823
H  0.283  -1.660  1.434  0.2187
O  0.002  -0.778  -0.991  -0.5250


Number 1: E -40342.68883 eV. Number 2: E -11284.06573 eV. Number 3: E -98479.11216 eV. Number 4: E -8429.79188 eV.